Run a
A gas-phase ion, C6H10 (charge +1), computed with wB97M-V/def2-TZVPD.

```
16
C6H10 wB97M-V/def2-TZVPD
C 0.4985 0.5619 1.6435
C 0.6481 -0.2988 0.4379
C -0.3771 -0.4419 -0.4958
C -1.5638 0.3035 -0.4895
C -2.4525 0.3182 -1.5255
C 2.0118 -0.7927 0.0361
H -0.4741 0.3657 2.1054
H 1.3101 0.2753 2.3132
H 0.4985 1.6133 1.3430
H -0.1764 -1.1100 -1.3297
H -1.7183 1.1190 0.2134
H -2.4129 -0.3733 -2.3609
H -2.9244 1.2555 -1.8232
H 2.5924 -0.9995 0.9455
H 1.9767 -1.7554 -0.4782
H 2.5634 -0.0407 -0.5351
```

The calculation puts the orbital gap (alpha / beta) at 9.1271 / 8.7154 eV. The value obtained for the LUMO energy (alpha / beta) is -5.22 / -7.54 eV. The total charge is +1. The spin multiplicity is 2.

---

Run b
A gas-phase ion, C6H10 (charge +1), computed with wB97M-V/def2-TZVPD.

```
16
C6H10 wB97M-V/def2-TZVPD
C 1.2803 0.4543 1.3377
C 0.9752 0.5919 -0.1817
C -0.0335 -0.4287 -0.5695
C 0.4213 -1.5526 -1.2381
C -2.2709 0.2995 0.3864
C -1.4287 0.0741 -0.6447
H 0.2806 0.5402 1.8381
H 1.8513 1.3062 1.6781
H 1.6932 -0.4594 1.7282
H 1.9321 0.5068 -0.7146
H 0.5520 1.5948 -0.3932
H -0.1210 -2.2694 -1.8525
H 1.5261 -1.8456 -1.2075
H -3.2010 0.7613 0.1958
H -1.7529 -0.1078 1.2259
H -1.7040 0.5344 -1.5883
```

The calculation puts the orbital gap (alpha / beta) at 9.8765 / 6.2231 eV. The value obtained for the LUMO energy (alpha / beta) is -5.11 / -8.71 eV. The total charge is +1. The spin multiplicity is 2.

---

Stability, lowest: run b

---

Run a
CH3F2OP in the gas phase, computed with wB97M-V/def2-TZVPD.

```
8
CH3F2OP wB97M-V/def2-TZVPD
C -1.2620 0.0108 -0.1152
O -0.0146 0.0265 0.5565
P 1.3316 -0.3540 -0.2641
F 2.2726 -0.9089 0.8678
F 2.0431 1.1115 -0.2493
H -2.0006 0.2389 0.6921
H -1.3076 -0.9899 -0.5600
H -1.0626 0.8650 -0.9278
```

The calculation puts the orbital gap at 11.5183 eV. The value obtained for the LUMO energy is 0.96 eV. The structure (SMILES) is COP(F)F. The spin multiplicity is 1.

---

Run b
A molecular structure, CH3F2OP, computed with wB97M-V/def2-TZVPD.

```
8
CH3F2OP wB97M-V/def2-TZVPD
C 0.6594 -0.5996 0.6781
O 0.1201 -1.0223 -0.5383
F -0.2603 1.8231 -1.0720
F -2.0941 0.5855 -0.5838
P -0.9433 0.5798 -1.6421
H 0.3525 0.5357 0.9005
H 1.7532 -0.5583 0.7842
H 0.4125 -1.3439 1.4734
```

The calculation puts the orbital gap at 9.1763 eV. The value obtained for the LUMO energy is -0.31 eV. The spin multiplicity is 1.

---

Stability, lowest: run b

---

Run a
A molecular structure, C48H30Br2MnN6O4S2, computed with wB97M-V/def2-TZVPD.

```
93
C48H30Br2MnN6O4S2 wB97M-V/def2-TZVPD
Mn -0.4779 -0.4237 0.1727
O 6.0087 0.5328 1.9682
C 5.6015 0.9120 0.8571
O 6.1953 1.3012 -0.1600
C 4.0590 0.8349 0.6980
C 3.2668 0.3737 1.7403
C 1.9051 0.2677 1.5506
N 1.3054 0.5837 0.3851
C 2.0556 1.1002 -0.6019
C 3.4314 1.2261 -0.4732
C 1.3613 1.5629 -1.8314
C 1.8982 1.3129 -3.0874
C 1.2058 1.7476 -4.2024
C 0.0126 2.4296 -4.0282
C -0.4320 2.6477 -2.7337
N 0.2178 2.2280 -1.6528
C 0.9781 -0.2032 2.6031
C 1.3328 -0.3226 3.9405
C 0.3665 -0.6880 4.8588
C -0.9325 -0.9180 4.4277
C -1.2037 -0.7992 3.0800
N -0.2727 -0.4593 2.1872
H 3.7736 0.1023 2.6570
H 4.0527 1.6384 -1.2578
H 2.8132 0.7474 -3.1895
H 1.5799 1.5319 -5.1940
H -0.5672 2.7792 -4.8712
H -1.3582 3.1879 -2.5544
H 2.3446 -0.1135 4.2549
H 0.6229 -0.7804 5.9059
H -1.7180 -1.1944 5.1162
H -2.1930 -0.9933 2.6861
S -3.6346 5.6689 1.5964
C -2.5782 6.9920 1.3733
C -1.4083 6.6116 0.7921
C -1.3660 5.2198 0.5196
C -2.5082 4.5702 0.8994
C -2.8098 3.1425 0.7574
C -1.7381 2.2384 0.6010
N -1.9128 0.9464 0.4159
C -3.1768 0.4601 0.4214
C -4.3062 1.2626 0.5729
C -5.5997 0.6390 0.4877
C -5.7253 -0.6827 0.2276
C -4.5683 -1.5138 0.0364
C -4.6095 -2.8482 -0.3939
C -3.4371 -3.5220 -0.6624
C -2.2173 -2.8527 -0.4243
N -2.1512 -1.6096 -0.0075
C -3.3093 -0.9360 0.1804
C -3.4087 -4.8725 -1.2299
C -2.3481 -5.5146 -1.8094
C -2.6846 -6.8006 -2.3047
C -3.9928 -7.1109 -2.0958
S -4.8223 -5.8509 -1.2968
C -4.0944 2.6400 0.7410
H -2.8729 7.9799 1.6868
H -0.6057 7.2965 0.5635
H -0.5308 4.7293 0.0383
H -0.7126 2.5765 0.5905
H -6.4790 1.2589 0.6104
H -6.7060 -1.1307 0.1287
H -5.5721 -3.3128 -0.5754
H -1.2689 -3.3374 -0.6112
H -1.3626 -5.0812 -1.9062
H -1.9871 -7.4598 -2.7996
H -4.5128 -8.0149 -2.3670
H -4.9493 3.3005 0.8306
Br -0.3261 -3.9726 2.2041
C 0.9857 -3.7473 0.8406
C 1.7184 -4.8633 0.4722
C 2.6955 -4.6897 -0.4924
C 2.8885 -3.4301 -1.0336
C 2.0824 -2.3928 -0.6046
N 1.1263 -2.5394 0.3278
H 1.5308 -5.8192 0.9372
H 3.3010 -5.5287 -0.8095
H 3.6429 -3.2420 -1.7834
H 2.1816 -1.4088 -1.0338
Br -6.4703 -1.5223 -3.6266
C -4.5840 -1.3229 -3.5516
C -4.0507 -0.2173 -2.9075
C -2.6766 -0.1402 -2.7416
C -1.8442 -1.1385 -3.2343
C -2.3975 -2.1952 -3.9462
C -3.7731 -2.3055 -4.0932
C -0.3649 -1.1499 -2.9270
O 0.4381 -1.4293 -3.8056
O -0.0605 -0.8923 -1.7061
H -4.7029 0.5499 -2.5104
H -2.2403 0.6898 -2.1969
H -1.7423 -2.9498 -4.3637
H -4.2087 -3.1553 -4.6015
```

The calculation puts the orbital gap (alpha / beta) at 6.3523 / 6.3489 eV. The value obtained for the LUMO energy (alpha / beta) is -1.26 / -1.27 eV. The spin multiplicity is 2.

---

Run b
A molecular structure, C48H30Br2MnN6O4S2, computed with wB97M-V/def2-TZVPD.

```
93
C48H30Br2MnN6O4S2 wB97M-V/def2-TZVPD
Mn -0.2330 0.1837 0.4680
O -6.0071 -3.7025 0.1643
C -5.4303 -3.3318 1.2159
O -5.7731 -3.3602 2.4227
C -4.0174 -2.7156 0.9758
C -3.2065 -2.3470 2.0316
C -1.9715 -1.7912 1.7676
N -1.5351 -1.5435 0.5374
C -2.3135 -1.8800 -0.4788
C -3.5453 -2.4871 -0.2999
C -1.7917 -1.5204 -1.8364
C -2.4587 -1.8862 -2.9973
C -1.9584 -1.4858 -4.2207
C -0.7773 -0.7651 -4.2526
C -0.1702 -0.4700 -3.0476
N -0.6698 -0.8130 -1.8579
C -1.0176 -1.4074 2.8361
C -1.1437 -1.8315 4.1495
C -0.2150 -1.4088 5.0810
C 0.8449 -0.6164 4.6674
C 0.9210 -0.2715 3.3356
N -0.0001 -0.6384 2.4405
H -3.5860 -2.4992 3.0360
H -4.1797 -2.7830 -1.1258
H -3.3630 -2.4786 -2.9401
H -2.4815 -1.7341 -5.1367
H -0.3331 -0.4408 -5.1859
H 0.7729 0.0733 -3.0420
H -1.9554 -2.4941 4.4307
H -0.3109 -1.7012 6.1197
H 1.5989 -0.2686 5.3629
H 1.7301 0.3427 2.9619
S 6.2878 -2.4916 0.8870
C 6.3271 -4.0186 1.6472
C 5.0770 -4.4650 1.9332
C 4.0664 -3.5436 1.5264
C 4.5693 -2.4194 0.9403
C 3.8201 -1.2637 0.3939
C 2.4270 -1.1907 0.5944
N 1.6701 -0.2303 0.1303
C 2.2585 0.7643 -0.5789
C 3.6222 0.7980 -0.8171
C 4.1666 1.8958 -1.5750
C 3.3744 2.8676 -2.0711
C 1.9466 2.8375 -1.8688
C 1.0634 3.7898 -2.4143
C -0.2845 3.6725 -2.2314
C -0.7299 2.5814 -1.4509
N 0.0769 1.7060 -0.9055
C 1.4045 1.8070 -1.1180
C -1.2508 4.6361 -2.8155
C -0.9880 5.7566 -3.5478
C -2.1619 6.4584 -3.9449
C -3.2962 5.8521 -3.5054
S -2.9504 4.4424 -2.6169
C 4.4055 -0.2548 -0.3100
H 7.2764 -4.5015 1.8385
H 4.8714 -5.4153 2.4130
H 3.0035 -3.7294 1.6597
H 1.9071 -1.9655 1.1396
H 5.2376 1.9191 -1.7468
H 3.7982 3.6850 -2.6472
H 1.4688 4.6124 -2.9966
H -1.7868 2.4265 -1.2570
H 0.0153 6.0871 -3.7982
H -2.1563 7.3723 -4.5258
H -4.3249 6.1514 -3.6569
H 5.4753 -0.2647 -0.4978
Br -0.0302 -4.4574 0.8512
C 0.9032 -4.2850 -0.7974
C 0.9043 -5.3636 -1.6747
C 1.6180 -5.2221 -2.8517
C 2.2823 -4.0300 -3.1077
C 2.1915 -3.0195 -2.1703
N 1.5084 -3.1444 -1.0213
H 0.3566 -6.2651 -1.4404
H 1.6536 -6.0398 -3.5642
H 2.8586 -3.8907 -4.0163
H 2.6848 -2.0611 -2.3257
Br -4.0527 6.2904 5.0376
C -3.1585 4.9686 4.0193
C -3.8702 3.8763 3.5558
C -3.2120 2.9147 2.8029
C -1.8591 3.0451 2.5287
C -1.1558 4.1461 3.0075
C -1.8047 5.1210 3.7552
C -1.1568 1.9959 1.7280
O 0.1151 1.9418 1.6806
O -1.8481 1.1432 1.0896
H -4.9244 3.7801 3.7790
H -3.7487 2.0505 2.4289
H -0.0968 4.2267 2.7886
H -1.2693 5.9867 4.1284
```

The calculation puts the orbital gap (alpha / beta) at 6.2991 / 6.2832 eV. The value obtained for the LUMO energy (alpha / beta) is -1.08 / -1.09 eV. The spin multiplicity is 2.

---

Stability, lowest: run b

---

Run a
2 unconnected molecules or ions with the total composition CH2NO4P, computed with wB97M-V/def2-TZVPD.

```
9
CH2NO4P wB97M-V/def2-TZVPD
C 1.3287 0.3672 0.3473
N 0.1590 0.8404 0.5943
O -2.4108 0.1081 0.9245
O -1.4021 0.8157 -1.3987
O 1.8513 -0.7721 0.2373
O -0.7958 -1.4738 -0.2995
P -1.2538 0.2219 -0.0454
H 0.1746 -1.4953 -0.5923
H 2.3488 1.3879 0.2325
```

The calculation puts the orbital gap at 7.2592 eV. The value obtained for the LUMO energy is 7.36 eV. The total charge is -2. The spin multiplicity is 1.

---

Run b
A gas-phase ion, CH2NO4P (charge -2), computed with wB97M-V/def2-TZVPD.

```
9
CH2NO4P wB97M-V/def2-TZVPD
O -2.6303 -0.1792 -0.0254
C -1.4241 -0.2328 0.3142
N -0.5200 0.4838 -0.2290
P 1.4434 -0.0426 -0.0449
O 1.3532 -0.7149 1.2803
O 1.5126 -0.9146 -1.2838
O 2.1217 1.2855 -0.0811
H -1.0676 -0.6052 1.2187
H -0.7889 0.9200 -1.1490
```

The calculation puts the orbital gap at 6.9017 eV. The value obtained for the LUMO energy is 7.01 eV. The total charge is -2. The structure (SMILES) is O=CNP(=O)([O-])[O-]. The spin multiplicity is 1.

---

Stability, lowest: run a